Record 1
DFT (wB97M-V/def2-TZVPD) results for the molecule C5H13N.

Last column: Mulliken charge in e.
Geometry (Å):
C: 2.4236 -0.0729 0.4672  -1.067
C: 1.1769 -0.8068 -0.2493  -0.687
C: -0.1351 -0.0264 0.1095  -0.123
C: -0.1574 1.2327 -0.8502  -1.124
N: -1.2972 -0.9272 -0.1277  -0.384
C: -2.4443 -0.2970 0.5339  -0.741
H: 2.1714 0.9718 0.5376  0.334
H: 3.3632 -0.1907 -0.0437  0.333
H: 2.6402 -0.3998 1.5073  0.286
H: 1.3292 -0.8884 -1.2347  0.403
H: 1.1287 -1.8410 0.1349  0.362
H: -0.3447 0.2822 1.2564  0.244
H: -0.1083 0.8896 -1.8330  0.368
H: -0.9667 1.9307 -0.6421  0.361
H: 0.7791 1.6382 -0.5000  0.297
H: -1.4205 -1.0293 -1.2208  0.303
H: -3.2803 -0.3724 -0.1755  0.320
H: -2.1942 0.7356 0.8482  0.283
H: -2.6636 -0.8289 1.4820  0.234

SMILES = CC[C@@H](C)NC
DFT total energy = -252.99619 Eh
lowest unoccupied orbital energy = 0.045 Ha
molar mass = 87.2 g/mol
ΔE to the lowest compared entry with this formula, charge and spin = 42.0 kcal per mole



Record 2
DFT (wB97M-V/def2-TZVPD) results for the molecule C5H13N2.

Last column: Mulliken charge in e.
Geometry (Å):
C: 1.8059 0.1228 -1.4142  -1.267
C: 0.7423 1.2203 -1.2651  -0.542
C: -0.0149 1.4336 0.0611  -0.484
N: -2.0815 -1.2131 1.8635  -0.519
C: -1.1729 -0.1729 1.6398  -0.166
C: -0.9968 0.3314 0.4093  -0.604
N: 1.2630 -1.2210 -1.0181  -2.135
H: 2.0536 0.0326 -2.4646  0.509
H: 2.6467 0.2674 -0.7319  0.524
H: 0.0531 1.0188 -2.0981  0.334
H: 1.2872 2.1579 -1.4344  0.331
H: 0.7708 1.6642 0.7841  0.364
H: -0.6234 2.3465 0.0290  0.292
H: -2.3375 -1.3241 2.8364  0.243
H: -1.9276 -2.1226 1.4619  0.256
H: -0.6139 0.1536 2.5147  0.330
H: -1.8686 0.3252 -0.2364  0.275
H: 0.6945 -1.3018 -0.1606  0.213
H: 1.9517 -1.9898 -0.8137  1.194
H: 0.6926 -1.5847 -1.8428  0.852

spin multiplicity = 2
DFT total energy = -307.65993 Eh
lowest unoccupied orbital energy (spin up / spin down) = 0.038 / 0.030 Ha
molar mass = 101.2 g/mol
ΔE to the lowest compared entry with this formula, charge and spin = 56.0 kcal per mole



Record 3
DFT (wB97M-V/def2-TZVPD) results for the molecule C5H13N2.

Last column: Mulliken charge in e.
Geometry (Å):
C: -1.7570 0.8720 0.9107  -1.457
C: -1.4629 -0.6186 0.9612  -0.336
C: -0.2663 -1.0054 0.1264  -0.761
C: 0.8904 -0.3292 0.1319  0.177
N: 2.0796 -0.8231 -0.3878  -0.217
C: 3.0172 0.1362 -0.9362  -0.936
N: -2.1230 1.3075 -0.4784  -2.110
H: -0.9298 1.5056 1.2130  0.302
H: -2.5608 1.1183 1.6014  0.531
H: -2.3568 -1.1942 0.7225  0.477
H: -1.2382 -0.8748 2.0014  0.262
H: -0.2207 -1.9338 -0.4381  0.217
H: 0.9740 0.7541 0.1911  0.211
H: 1.9612 -1.6760 -0.9159  0.235
H: 3.2129 0.8817 -0.1706  0.315
H: 2.6688 0.6035 -1.8615  0.337
H: 3.9656 -0.3526 -1.1621  0.330
H: -1.5658 0.7462 -1.1532  0.496
H: -3.1309 1.1781 -0.7331  0.935
H: -1.9263 2.3440 -0.5844  0.990

spin multiplicity = 2
DFT total energy = -307.66185 Eh
lowest unoccupied orbital energy (spin up / spin down) = 0.038 / 0.029 Ha
molar mass = 101.2 g/mol
ΔE to the lowest compared entry with this formula, charge and spin = 54.8 kcal per mole